{"formula": "C43H35N5O2P2ReS3Te", "method": "wB97M-V/def2-TZVPD", "symbols": ["Re", "N", "C", "N", "C", "C", "S", "C", "C", "S", "C", "N", "N", "H", "H", "H", "H", "H", "H", "Te", "C", "C", "C", "N", "C", "C", "C", "P", "C", "C", "C", "C", "C", "C", "C", "C", "C", "C", "C", "C", "P", "C", "C", "C", "C", "C", "C", "C", "C", "C", "C", "C", "C", "H", "H", "H", "H", "H", "H", "H", "H", "H", "H", "H", "H", "H", "H", "H", "H", "H", "H", "H", "H", "H", "H", "H", "H", "O", "C", "O", "C", "C", "C", "C", "S", "C", "C", "H", "H", "H", "H", "H"], "xyz": [[0.369908, -1.588420, -0.761881], [1.895693, -0.847363, -3.877275], [1.418759, -2.083840, -3.712630], [0.892946, -2.534059, -2.568934], [0.524339, -3.895672, -2.696767], [0.707731, -4.412822, -3.912162], [1.404598, -3.236061, -4.971591], [0.040628, -4.526274, -1.473932], [-0.288423, -5.800105, -1.233736], [-0.727358, -5.996023, 0.423826], [-0.430961, -4.334007, 0.709374], [-0.032858, -3.671459, -0.366605], [-0.563948, -3.771264, 1.924703], [2.119963, -0.303900, -3.056111], [2.386606, -0.609939, -4.724309], [0.489898, -5.410185, -4.262182], [-0.295897, -6.638404, -1.913131], [-1.003497, -4.284050, 2.671164], [-0.599756, -2.765023, 1.980150], [-0.569232, 2.552929, 1.553404], [1.035460, 3.539762, 2.455255], [1.721026, 2.971082, 3.518684], [2.779828, 3.682569, 4.064337], [3.174185, 4.886768, 3.638503], [2.487082, 5.416351, 2.622847], [1.418170, 4.789279, 1.991181], [0.667443, 1.110511, 0.652051], [0.945565, -0.531776, 1.268111], [0.732866, -0.660977, 3.038181], [1.844417, -0.717290, 3.878862], [1.663817, -0.661456, 5.253410], [0.382696, -0.550624, 5.784737], [-0.725925, -0.512044, 4.947507], [-0.552961, -0.568743, 3.573509], [2.560397, -1.124915, 0.728627], [3.603380, -0.274978, 0.320298], [4.777973, -0.811819, -0.164553], [4.934939, -2.199509, -0.260151], [3.921811, -3.049882, 0.138320], [2.729203, -2.519361, 0.635513], [0.571844, 0.830916, -1.147427], [1.751286, 2.008154, -1.883992], [2.604199, 2.759440, -1.080266], [3.430343, 3.725736, -1.644323], [3.405439, 3.954782, -3.011841], [2.546340, 3.220770, -3.822039], [1.722713, 2.257128, -3.261345], [-1.023474, 1.317017, -1.821922], [-1.881967, 0.150824, -2.219740], [-3.361034, 0.479443, -2.581557], [-3.574572, 1.937673, -2.931310], [-2.706130, 2.900300, -2.641461], [-1.412628, 2.575295, -2.016558], [1.442781, 2.007287, 3.923586], [3.336311, 3.268182, 4.898700], [2.808974, 6.397922, 2.292268], [0.913484, 5.271210, 1.164312], [2.844764, -0.805844, 3.469820], [2.522731, -0.701391, 5.910612], [0.246737, -0.498669, 6.857766], [-1.721890, -0.432354, 5.363551], [-1.420435, -0.536242, 2.921790], [3.489266, 0.795921, 0.400163], [5.582296, -0.153514, -0.468688], [5.865193, -2.610263, -0.632498], [4.056251, -4.122567, 0.088643], [1.963218, -3.186140, 1.007871], [2.600421, 2.630712, -0.004041], [4.084335, 4.307260, -1.007274], [4.036438, 4.719610, -3.446308], [2.506426, 3.413789, -4.886428], [1.026308, 1.723285, -3.899587], [-1.404161, -0.360649, -3.055876], [-3.626530, -0.104619, -3.462590], [-4.528357, 2.178061, -3.387638], [-2.929412, 3.934971, -2.866357], [-0.755841, 3.392613, -1.737258], [-7.415511, -0.195256, 2.567144], [-7.060095, -1.089796, 1.617306], [-7.498684, -2.200169, 1.640121], [-6.095753, -0.624595, 0.559960], [-5.228316, 0.449270, 0.727711], [-4.340110, 0.793090, -0.279413], [-4.311386, 0.070900, -1.468693], [-1.791111, -1.142446, -0.881927], [-5.188016, -0.994189, -1.635453], [-6.062769, -1.351403, -0.621962], [-7.065947, 0.678692, 2.358747], [-5.214459, 1.022399, 1.648548], [-3.664434, 1.631594, -0.137145], [-5.179973, -1.559391, -2.561245], [-6.735617, -2.191752, -0.731060]], "forces_ev_per_angstrom": [[-0.79, 0.72, -0.25], [0.11, 0.02, 0.01], [-0.14, -0.01, 0.40], [0.30, -0.48, 0.11], [0.00, 0.38, 0.43], [0.02, -0.18, -0.35], [0.02, -0.17, -0.28], [0.18, 0.62, 0.08], [-0.12, -0.40, 0.04], [-0.05, -0.31, -0.02], [0.03, 0.34, -0.30], [-0.19, -0.41, 0.14], [0.00, 0.00, 0.02], [-0.06, -0.01, 0.02], [-0.02, -0.01, 0.01], [0.02, 0.08, 0.01], [0.00, 0.05, 0.06], [0.01, -0.01, -0.02], [0.00, 0.00, -0.03], [-0.17, -0.09, -0.24], [0.21, 0.08, 0.27], [0.03, 0.10, -0.04], [0.25, 0.21, 0.09], [-0.45, -0.29, -0.27], [0.24, 0.06, 0.20], [0.07, -0.08, 0.07], [-0.51, 0.27, -0.22], [0.20, 0.10, 0.08], [0.05, -0.01, 0.01], [0.04, -0.06, 0.07], [-0.06, -0.02, 0.00], [0.06, 0.00, -0.01], [0.02, -0.02, -0.01], [-0.08, -0.06, -0.01], [0.23, -0.11, -0.17], [0.08, -0.10, -0.02], [-0.05, -0.02, -0.02], [0.03, 0.06, -0.03], [-0.09, 0.11, -0.02], [0.04, 0.04, 0.03], [0.25, -0.63, 0.06], [-0.13, 0.06, -0.03], [0.07, 0.14, -0.03], [0.00, -0.07, 0.03], [-0.01, 0.00, 0.01], [0.02, -0.04, 0.08], [-0.05, -0.03, -0.03], [-0.11, -0.17, 0.14], [-0.29, 0.13, 0.17], [0.18, 0.09, 0.20], [-0.08, -0.20, 0.12], [0.40, -0.04, 0.10], [-0.29, 0.44, -0.22], [-0.01, 0.02, 0.04], [0.01, 0.02, -0.02], [0.00, -0.01, 0.01], [0.00, 0.01, 0.01], [-0.04, 0.05, -0.01], [-0.02, -0.01, -0.01], [0.02, -0.01, -0.04], [0.03, -0.01, -0.01], [0.01, 0.06, -0.02], [0.01, -0.01, 0.03], [-0.01, -0.03, 0.03], [-0.02, 0.03, 0.00], [-0.02, 0.02, 0.01], [0.08, 0.01, 0.10], [-0.02, 0.03, -0.01], [-0.02, 0.01, -0.01], [0.00, -0.03, 0.02], [-0.01, -0.01, 0.02], [-0.01, 0.02, 0.05], [-0.04, 0.03, -0.12], [0.02, -0.10, -0.01], [0.02, -0.02, 0.01], [0.03, -0.03, 0.01], [-0.04, 0.00, -0.03], [0.16, -0.07, -0.17], [-0.07, 0.18, 0.19], [0.03, -0.10, -0.04], [-0.03, -0.05, 0.10], [0.08, 0.03, 0.03], [0.01, -0.01, 0.04], [-0.37, 0.40, -0.15], [0.92, -0.48, -0.41], [0.03, -0.07, 0.01], [0.03, -0.03, -0.10], [-0.09, 0.04, 0.02], [0.00, -0.02, -0.01], [-0.06, 0.00, -0.04], [-0.01, 0.04, 0.02], [0.01, 0.02, -0.01]], "lowdin_spin": [0.1046, 0.0005, 0.0010, 0.0049, 0.0003, -0.0003, 0.0004, 0.0002, 0.0001, 0.0001, 0.0005, 0.0011, 0.0014, -0.0003, 0.0000, 0.0000, 0.0000, 0.0001, 0.0011, 0.0413, 0.0371, 0.0043, 0.0011, -0.0006, 0.0025, 0.0045, 0.5501, 0.0876, 0.0007, -0.0004, 0.0000, 0.0002, 0.0002, 0.0001, 0.0248, 0.0100, 0.0000, 0.0060, 0.0010, 0.0050, 0.0388, 0.0083, 0.0110, 0.0009, -0.0001, 0.0003, 0.0003, 0.0093, 0.0019, 0.0014, 0.0043, 0.0002, 0.0071, 0.0005, 0.0002, 0.0004, 0.0006, 0.0000, 0.0000, 0.0000, 0.0000, -0.0001, 0.0032, 0.0001, 0.0003, 0.0000, 0.0005, 0.0088, 0.0002, 0.0000, 0.0000, 0.0000, 0.0000, 0.0004, 0.0002, -0.0001, 0.0001, 0.0000, 0.0000, 0.0000, 0.0000, 0.0001, -0.0002, 0.0003, 0.0097, 0.0001, 0.0001, 0.0000, 0.0000, 0.0000, 0.0000, 0.0000], "s2": 0.78, "multiplicity": 2, "orbital_gap_ha": [0.2430, 0.2157], "homo_energy_ev": [-13.0, -13.0], "energy_ev": -117198.131, "de_lowest_kj_mol": 0.0, "total_charge": 2, "lumo_energy_ev": [-6.396, -7.116]}